Entry 1:
Here is C18H50FInN4OP as an isolated structure from the Open Molecules 2025 dataset. Energies are from ωB97M-V with the def2-TZVPD basis set.

```
76
Properties=species:S:1:pos:R:3
N 4.24705 0.34538 -0.51124
P 4.44954 1.07879 -2.08350
O 2.83916 1.46691 -2.42105
In 5.56396 3.28306 -1.39728
F 6.86642 2.64718 0.05165
H 4.57581 -0.60605 -0.53767
H 4.78467 0.84199 0.18451
H 2.31355 1.39037 -1.61008
H 4.38615 4.39104 -0.66137
H 6.55927 3.96124 -2.68769
C 1.08702 -1.33347 0.36841
C 1.59875 -2.64845 0.93730
N 2.16685 -2.52506 2.26615
C 2.93441 -3.68091 2.67787
C 2.19724 -5.01485 2.86153
C 1.31187 -1.93565 3.27286
C -0.04024 -2.60209 3.56463
H 1.86030 -0.56623 0.41079
H 0.81466 -1.47568 -0.67864
H 0.19696 -0.97004 0.88953
H 2.39932 -3.00945 0.28709
H 0.79230 -3.40118 0.88629
H 3.45126 -3.42652 3.60708
H 3.72166 -3.82253 1.93159
H 1.57984 -5.02306 3.75899
H 2.92261 -5.82495 2.96063
H 1.56224 -5.24863 2.00702
H 1.12616 -0.89783 2.98417
H 1.88893 -1.87334 4.19835
H -0.58520 -2.83951 2.64968
H -0.66088 -1.91383 4.14325
H 0.06158 -3.51496 4.15037
C 1.01477 0.31686 -4.93310
C -0.27060 -0.49492 -4.92390
N -0.93345 -0.47015 -3.63431
C -2.00300 -1.43548 -3.50718
C -3.23374 -1.28314 -4.41216
C -1.19118 0.85492 -3.10538
C -2.01504 1.82733 -3.96164
H 1.68513 0.01524 -4.13221
H 1.53175 0.17469 -5.88331
H 0.82690 1.38409 -4.82284
H -0.03510 -1.53901 -5.14815
H -0.92496 -0.14126 -5.74048
H -2.32680 -1.44096 -2.46237
H -1.56478 -2.42249 -3.68659
H -3.86309 -0.44679 -4.11092
H -3.84615 -2.18584 -4.35622
H -2.95421 -1.14228 -5.45618
H -0.22578 1.32011 -2.89525
H -1.67129 0.74136 -2.13004
H -1.67401 1.84448 -4.99725
H -1.90736 2.83975 -3.56790
H -3.07850 1.58867 -3.95664
C -3.99033 2.96769 3.97183
C -3.12319 3.07695 2.72676
N -1.81371 2.48565 2.89971
C -0.87452 2.83684 1.84629
C -1.18411 2.34316 0.43016
C -1.81156 1.09524 3.31168
C -2.55155 0.08070 2.42697
H -3.46743 3.36751 4.84067
H -4.90963 3.53768 3.83247
H -4.27445 1.93697 4.18582
H -2.96984 4.13496 2.50144
H -3.67563 2.65386 1.87089
H 0.11491 2.48153 2.14134
H -0.80368 3.92806 1.83055
H -1.00796 1.27365 0.32571
H -0.53687 2.84386 -0.29139
H -2.21587 2.55173 0.14268
H -2.22913 1.04016 4.32058
H -0.76907 0.78676 3.41850
H -3.54663 0.42464 2.14053
H -2.67432 -0.85757 2.97170
H -1.99818 -0.14689 1.51794
```

As for the LUMO energy: 2.4 eV. Its charge is -1. The value obtained for the HOMO-LUMO gap is 0.216 hartree. The calculation puts the electronic energy at -1641.44760 a.u.

Mulliken atomic charge list, values in e, 2 entries: number 1, N, carries -0.54; number 2, P, carries -0.15

---

Entry 2:
Here is a 2-piece molecular cluster, C11H11NS overall from the Open Molecules 2025 dataset. Energies are from ωB97M-V with the def2-TZVPD basis set.

```
24
Properties=species:S:1:pos:R:3
C 3.63485 0.68463 0.08751
C -3.27475 0.60478 0.02408
C -2.85681 -0.53046 -0.70791
C -2.28114 1.30877 0.71595
C -1.53802 -0.94946 -0.71925
C -0.95238 0.99239 0.62152
C -0.49760 -0.17737 -0.13459
C 2.45104 1.28368 -0.00840
C 0.81855 -0.57591 -0.13518
C 2.21056 2.46465 -0.81951
C 0.56119 -3.17255 0.93693
N 4.61305 0.07367 0.34872
S 1.57818 -2.03057 -0.15673
H -4.29652 1.04244 -0.03831
H -3.69664 -1.20966 -1.16503
H -2.54532 2.24482 0.91393
H -1.35031 -1.87535 -1.33834
H -0.19648 1.65466 1.05889
H 1.17362 2.73299 -0.88743
H 2.49578 3.39432 -0.26785
H 2.89986 2.24321 -1.74131
H -0.38387 -2.69463 1.14151
H 1.13345 -3.36271 1.93822
H 0.29972 -4.14633 0.33258
```

As for the LUMO energy (alpha / beta): -0.5 / -1.3 eV. The value obtained for the HOMO-LUMO gap (alpha / beta) is 0.241 / 0.256 hartree. Its multiplicity is 3. The calculation puts the electronic energy at -878.42294 a.u. The expectation value of S² is 2.194.

Mulliken atomic charge list, values in e, 2 entries: number 1, C, carries 0.29; number 2, C, carries -0.29

---

Entry 3:
Here is a 3-piece molecular cluster, C28H58N4O13P3 overall from the Open Molecules 2025 dataset. Energies are from ωB97M-V with the def2-TZVPD basis set.

```
106
Properties=species:S:1:pos:R:3
C 3.52322 -0.42813 3.33066
C 2.62350 0.53806 2.48469
C 1.54638 1.21245 3.37766
C 0.64928 2.21751 2.58476
O -0.66240 1.78712 2.25703
N -0.87634 1.02044 1.10656
C -0.69654 -0.43418 1.56426
C -1.29814 -0.73852 2.77823
C -1.12673 -2.05501 3.24372
C -0.38141 -2.87316 2.38837
C 0.18167 -2.44539 1.19807
N 0.02196 -1.18418 0.78797
C -0.01942 1.27447 -0.06386
C -0.04568 2.76050 -0.56518
C 0.24147 2.79336 -2.10213
O 1.34953 3.62535 -2.44411
C 2.54909 3.07963 -2.06825
C 3.45587 4.02509 -1.26723
O 2.91812 1.96822 -2.34906
C -1.32535 3.55010 -0.11714
P -1.58885 5.15458 -1.05666
O -2.27971 6.23283 0.02013
O -0.11125 5.83364 -1.37101
C -2.55890 2.57828 -0.08611
C -3.08032 2.39432 -1.53118
C -3.70739 3.37081 0.64610
N -4.99915 2.64057 0.58054
C -5.51428 2.25339 1.90041
C -2.33662 1.25560 0.71706
C -3.10362 0.01948 0.20934
C -2.60588 -0.71966 -1.05475
N -3.81550 -1.26791 -1.73660
H 4.41830 0.06368 3.72540
H 3.87051 -1.19052 2.61752
H 2.88062 -0.85581 4.11096
H 3.29759 1.36006 2.17883
H 2.20914 0.05724 1.58984
H 0.95752 0.49079 3.96088
H 2.11819 1.80267 4.11415
H 1.28865 2.63703 1.79457
H 0.51741 3.05754 3.28561
H -1.88292 -0.03024 3.36099
H -1.54058 -2.39870 4.18732
H -0.23489 -3.91725 2.67755
H 0.75132 -3.16198 0.60441
H 1.04018 1.07657 0.14563
H -0.25560 0.66886 -0.94116
H 0.80908 3.29263 -0.11616
H 0.47523 1.78593 -2.49774
H -0.61046 3.14807 -2.69470
H 3.87508 3.52616 -0.38687
H 2.84073 4.86608 -0.90288
H 4.22546 4.47400 -1.90714
H -1.13969 3.83482 0.94514
H -2.37084 5.82132 0.89278
H -0.03322 6.67078 -0.88711
H -3.95566 1.73092 -1.59491
H -3.41766 3.33745 -1.98526
H -2.34125 1.97436 -2.23108
H -3.46086 3.43515 1.72131
H -3.88827 4.34911 0.18207
H -5.67205 3.18161 0.05692
H -6.05606 3.09341 2.36855
H -6.27742 1.47219 1.73244
H -4.76036 1.80232 2.55367
H -2.80503 1.45341 1.69487
H -4.11506 0.38160 -0.03050
H -3.28681 -0.74036 0.98522
H -1.94828 -1.57592 -0.86530
H -2.12172 -0.06784 -1.79950
H -3.63580 -2.19759 -2.09506
H -4.04382 -0.64854 -2.50624
C 10.03098 -3.57291 3.81349
O 9.48463 -2.27100 4.09846
P 8.29374 -1.72386 3.05921
O 9.16338 -1.40208 1.87973
O 7.99884 -0.44458 4.01042
C 9.07048 0.42466 4.37172
O 6.79126 -1.59610 2.37379
C 6.60273 -0.54863 1.43460
H 10.56845 -3.91459 4.69540
H 9.24173 -4.28709 3.58516
H 10.72554 -3.51025 2.97624
H 9.82378 0.47878 3.58495
H 9.52843 0.08487 5.30038
H 8.65411 1.41778 4.53500
H 6.97862 -0.84786 0.45804
H 7.08927 0.37197 1.75650
H 5.53016 -0.36880 1.35424
C -2.57955 -4.01905 -5.59911
O -3.82187 -4.32529 -4.94196
P -4.83971 -5.38834 -5.75524
O -5.31464 -4.44890 -6.82452
O -5.83586 -5.46688 -4.47880
C -6.36916 -4.26758 -3.93012
O -5.40218 -6.82857 -6.32791
C -6.68830 -6.82326 -6.94166
H -1.91140 -3.56506 -4.86870
H -2.11013 -4.92027 -5.98992
H -2.75103 -3.31183 -6.41062
H -6.50962 -3.50128 -4.69384
H -5.70770 -3.89356 -3.14712
H -7.33465 -4.50010 -3.48343
H -6.60661 -6.48885 -7.97378
H -7.38842 -6.19220 -6.39590
H -7.05271 -7.84993 -6.93204
```

As for the LUMO energy: -2.8 eV. Its charge is +1. The value obtained for the HOMO-LUMO gap is 0.295 hartree. The calculation puts the electronic energy at -3322.53989 a.u.

Mulliken atomic charge list, values in e, 2 entries: number 1, C, carries -1.50; number 2, C, carries 0.19